i | {"formula": "C3H5FO2", "method": "ωB97M-V/def2-TZVPD", "symbols": ["O", "C", "C", "F", "C", "O", "H", "H", "H", "H", "H"], "xyz": [[1.462, -0.663, 0.953], [0.548, 0.244, 0.671], [-0.798, -0.286, 0.289], [-0.836, -1.639, -0.019], [0.012, 0.559, -0.688], [-0.440, 1.788, -1.111], [2.210, -0.161, 1.283], [0.453, 1.068, 1.433], [-1.729, 0.101, 0.672], [0.484, -0.046, -1.536], [-0.645, 1.683, -2.054]], "nbo_charge": [-0.66, 0.04, 0.13, -0.34, 0.02, -0.69, 0.48, 0.17, 0.18, 0.19, 0.48], "lumo_ev": 0.75, "multiplicity": 1, "homo_lumo_gap_ev": 10.13, "homo_ev": -9.4}

***

ii | {"formula": "C3H5FO2", "method": "ωB97M-V/def2-TZVPD", "symbols": ["C", "C", "O", "F", "H", "H", "H", "C", "O", "H", "H"], "xyz": [[2.120, 0.668, -1.277], [0.997, 0.485, -0.629], [0.205, 1.324, 0.042], [0.363, -0.789, -0.661], [2.756, 1.463, -1.250], [2.771, -0.054, -1.783], [-0.500, 0.930, 0.540], [-2.168, -1.048, 1.329], [-2.037, 0.055, 1.753], [-3.163, -1.518, 1.320], [-1.343, -1.516, 0.615]], "nbo_charge": [-0.62, 0.70, -0.68, -0.38, 0.22, 0.23, 0.52, 0.28, -0.53, 0.12, 0.13], "lumo_ev": 0.48, "multiplicity": 1, "homo_lumo_gap_ev": 9.91, "homo_ev": -9.4}

***

iii | {"formula": "C3H5FO2", "method": "ωB97M-V/def2-TZVPD", "symbols": ["C", "O", "C", "O", "C", "F", "H", "H", "H", "H", "H"], "xyz": [[-1.203, 0.788, -1.133], [-0.108, 0.774, -0.229], [0.325, -0.434, 0.096], [0.042, -1.374, -0.639], [1.226, -0.520, 1.245], [1.234, 0.679, 1.887], [-1.741, 1.768, -1.041], [-1.914, 0.051, -0.844], [-0.929, 0.404, -2.156], [2.181, -0.775, 0.922], [0.885, -1.359, 1.891]], "nbo_charge": [-0.28, -0.48, 0.74, -0.60, -0.04, -0.33, 0.20, 0.19, 0.21, 0.20, 0.20], "lumo_ev": 0.92, "multiplicity": 1, "homo_lumo_gap_ev": 11.64, "homo_ev": -10.7}

***

Quick one: least stable of them? i

***

i | {"formula": "C47H54CsN8OS", "method": "ωB97M-V/def2-TZVPD", "symbols": ["Cs", "C", "N", "C", "C", "C", "C", "C", "C", "N", "C", "C", "C", "C", "C", "C", "N", "C", "C", "C", "C", "C", "N", "H", "H", "H", "H", "H", "H", "H", "H", "H", "H", "H", "H", "H", "H", "H", "H", "H", "H", "C", "C", "C", "C", "C", "C", "C", "C", "C", "C", "H", "H", "H", "H", "H", "H", "H", "H", "H", "H", "H", "H", "H", "H", "H", "C", "C", "N", "C", "C", "C", "S", "N", "C", "O", "C", "C", "C", "C", "C", "C", "H", "H", "H", "H", "H", "H", "H", "H", "H", "H", "H", "H", "H", "H", "H", "N", "C", "N", "C", "C", "C", "C", "C", "C", "H", "H", "H", "H", "H", "H"], "xyz": [[0.836, 0.097, -0.139], [-2.197, -1.617, -2.653], [-0.814, -1.927, -2.321], [0.059, -1.659, -3.455], [0.154, -0.221, -3.906], [0.594, 0.044, -5.199], [0.850, 1.356, -5.557], [0.653, 2.355, -4.619], [0.186, 1.997, -3.364], [-0.066, 0.737, -3.011], [-0.568, -3.296, -1.907], [-1.096, -3.683, -0.549], [-1.786, -4.878, -0.372], [-2.217, -5.221, 0.898], [-1.960, -4.355, 1.945], [-1.253, -3.189, 1.674], [-0.805, -2.870, 0.465], [-3.093, -1.441, -1.453], [-4.015, -2.411, -1.091], [-4.797, -2.209, 0.039], [-4.638, -1.037, 0.750], [-3.709, -0.108, 0.291], [-2.952, -0.292, -0.779], [-2.618, -2.382, -3.333], [-2.195, -0.663, -3.178], [-0.199, -2.287, -4.328], [1.068, -1.932, -3.135], [0.748, -0.770, -5.897], [1.207, 1.596, -6.552], [0.855, 3.396, -4.837], [0.007, 2.734, -2.595], [0.520, -3.410, -1.857], [-0.941, -4.021, -2.654], [-1.987, -5.511, -1.227], [-2.758, -6.145, 1.063], [-2.286, -4.564, 2.956], [-1.036, -2.480, 2.461], [-4.098, -3.314, -1.684], [-5.512, -2.959, 0.358], [-5.202, -0.831, 1.650], [-3.568, 0.824, 0.825], [-0.273, 3.987, -0.186], [1.136, 3.825, -0.297], [1.627, 3.479, 0.977], [0.541, 3.430, 1.869], [-0.643, 3.713, 1.147], [-2.030, 3.836, 1.700], [0.697, 3.321, 3.357], [3.062, 3.320, 1.385], [1.979, 4.085, -1.511], [-1.224, 4.562, -1.197], [-2.673, 2.963, 1.513], [-2.569, 4.690, 1.272], [-2.032, 3.990, 2.784], [1.116, 2.366, 3.704], [-0.268, 3.480, 3.853], [1.360, 4.095, 3.764], [3.365, 2.285, 1.574], [3.294, 3.884, 2.297], [3.738, 3.694, 0.609], [2.423, 3.185, -1.958], [2.820, 4.756, -1.298], [1.403, 4.569, -2.305], [-2.039, 3.885, -1.484], [-0.721, 4.855, -2.123], [-1.708, 5.477, -0.829], [3.207, -5.212, 1.440], [2.120, -4.176, 1.205], [2.328, -2.922, 1.933], [1.656, -2.758, 3.221], [2.543, -3.083, 4.411], [3.148, -1.967, 1.439], [3.342, -0.459, 2.209], [3.839, -2.325, 0.321], [3.471, -2.168, -0.918], [2.409, -1.651, -1.376], [4.428, -2.744, -1.939], [3.967, -3.116, -3.196], [4.832, -3.665, -4.133], [6.176, -3.829, -3.827], [6.648, -3.443, -2.579], [5.777, -2.914, -1.638], [3.005, -6.106, 0.843], [3.252, -5.519, 2.486], [4.180, -4.818, 1.148], [1.151, -4.563, 1.524], [2.027, -3.947, 0.144], [0.783, -3.412, 3.211], [1.300, -1.729, 3.283], [2.944, -4.096, 4.341], [1.968, -3.016, 5.339], [3.373, -2.380, 4.470], [2.924, -2.960, -3.434], [4.456, -3.958, -5.106], [6.854, -4.246, -4.562], [7.698, -3.555, -2.336], [6.124, -2.621, -0.656], [-1.324, 1.028, 4.476], [-1.366, 0.741, 3.141], [-2.018, -0.356, 2.870], [-2.449, -0.821, 4.107], [-3.216, -1.945, 4.418], [-3.504, -2.189, 5.747], [-3.042, -1.332, 6.761], [-2.295, -0.207, 6.470], [-2.013, 0.030, 5.128], [-0.825, 1.808, 4.866], [-0.885, 1.403, 2.426], [-3.577, -2.595, 3.631], [-4.097, -3.055, 6.014], [-3.282, -1.557, 7.793], [-1.946, 0.457, 7.250]], "lowdin_charge": [0.96, -0.13, -0.15, -0.17, -0.27, -0.03, -0.07, -0.05, -0.12, 0.06, -0.14, -0.27, -0.04, -0.07, -0.06, -0.15, 0.14, -0.27, -0.04, -0.07, -0.07, -0.14, 0.14, 0.13, 0.12, 0.13, 0.08, 0.11, 0.10, 0.10, 0.08, 0.12, 0.13, 0.11, 0.10, 0.10, 0.08, 0.11, 0.10, 0.10, 0.09, -0.26, -0.28, -0.30, -0.29, -0.27, -0.07, -0.08, -0.06, -0.08, -0.09, 0.05, 0.06, 0.06, 0.07, 0.04, 0.07, 0.01, 0.07, 0.06, 0.07, 0.07, 0.05, 0.07, 0.05, 0.06, -0.07, -0.20, -0.10, -0.26, -0.08, -0.84, 0.56, 0.08, -0.52, -0.30, -0.13, -0.03, -0.09, -0.11, -0.09, -0.03, 0.07, 0.06, 0.07, 0.10, 0.10, 0.09, 0.08, 0.06, 0.07, 0.05, 0.09, 0.09, 0.09, 0.09, 0.11, 0.14, -0.14, 0.13, -0.24, -0.03, -0.10, -0.11, -0.03, -0.20, 0.13, 0.10, 0.10, 0.09, 0.09, 0.11], "lumo_ev": 1.82, "multiplicity": 1, "homo_lumo_gap_ev": 4.84, "charge": -1, "homo_ev": -3.0}

***

ii | {"formula": "C47H54CsN8OS", "method": "ωB97M-V/def2-TZVPD", "symbols": ["Cs", "C", "N", "C", "C", "C", "C", "C", "C", "N", "C", "C", "C", "C", "C", "C", "N", "C", "C", "C", "C", "C", "N", "H", "H", "H", "H", "H", "H", "H", "H", "H", "H", "H", "H", "H", "H", "H", "H", "H", "H", "C", "C", "C", "C", "C", "C", "C", "C", "C", "C", "H", "H", "H", "H", "H", "H", "H", "H", "H", "H", "H", "H", "H", "H", "H", "C", "C", "N", "C", "C", "C", "S", "N", "C", "O", "C", "C", "C", "C", "C", "C", "H", "H", "H", "H", "H", "H", "H", "H", "H", "H", "H", "H", "H", "H", "H", "N", "C", "N", "C", "C", "C", "C", "C", "C", "H", "H", "H", "H", "H", "H"], "xyz": [[-0.386, 0.238, -0.095], [1.017, -1.604, 3.849], [1.330, -0.343, 3.195], [2.705, -0.292, 2.733], [3.091, -1.287, 1.663], [4.442, -1.602, 1.517], [4.841, -2.391, 0.454], [3.877, -2.862, -0.424], [2.556, -2.528, -0.181], [2.162, -1.761, 0.836], [1.061, 0.831, 4.014], [-0.402, 1.141, 4.253], [-0.919, 1.247, 5.537], [-2.252, 1.596, 5.699], [-3.023, 1.832, 4.575], [-2.419, 1.721, 3.329], [-1.140, 1.390, 3.172], [-0.470, -1.871, 3.916], [-1.131, -2.083, 5.119], [-2.503, -2.281, 5.107], [-3.172, -2.259, 3.896], [-2.426, -2.069, 2.741], [-1.107, -1.894, 2.748], [1.453, -1.656, 4.862], [1.462, -2.399, 3.250], [3.424, -0.381, 3.568], [2.859, 0.690, 2.276], [5.165, -1.207, 2.222], [5.889, -2.627, 0.311], [4.143, -3.473, -1.276], [1.770, -2.889, -0.834], [1.475, 1.689, 3.479], [1.577, 0.766, 4.989], [-0.289, 1.049, 6.397], [-2.679, 1.681, 6.691], [-4.069, 2.101, 4.651], [-2.975, 1.913, 2.415], [-0.583, -2.065, 6.053], [-3.043, -2.433, 6.034], [-4.245, -2.385, 3.840], [-2.904, -2.056, 1.765], [-3.955, 2.342, -0.193], [-4.629, 1.245, 0.394], [-4.602, 0.174, -0.526], [-3.925, 0.613, -1.685], [-3.525, 1.951, -1.483], [-2.750, 2.810, -2.446], [-3.661, -0.221, -2.910], [-5.193, -1.192, -0.298], [-5.307, 1.189, 1.740], [-3.743, 3.708, 0.407], [-1.660, 2.687, -2.363], [-2.956, 3.873, -2.281], [-3.008, 2.589, -3.488], [-2.740, -0.818, -2.826], [-3.565, 0.402, -3.805], [-4.474, -0.932, -3.093], [-4.462, -1.925, 0.078], [-5.606, -1.615, -1.220], [-6.007, -1.151, 0.434], [-4.849, 0.449, 2.413], [-6.367, 0.919, 1.656], [-5.267, 2.157, 2.251], [-2.692, 3.907, 0.655], [-4.320, 3.833, 1.328], [-4.059, 4.505, -0.275], [4.778, 4.264, -3.098], [5.066, 2.870, -2.550], [4.381, 2.621, -1.284], [5.161, 2.855, -0.084], [6.126, 1.710, 0.209], [3.049, 2.297, -1.264], [2.209, 2.170, 0.216], [2.509, 2.199, -2.485], [1.517, 1.376, -2.837], [1.063, 0.399, -2.215], [0.968, 1.640, -4.221], [-0.296, 1.155, -4.545], [-0.823, 1.350, -5.813], [-0.079, 2.019, -6.778], [1.183, 2.507, -6.460], [1.700, 2.324, -5.185], [5.337, 4.440, -4.021], [5.061, 5.030, -2.371], [3.713, 4.357, -3.305], [6.136, 2.753, -2.371], [4.764, 2.116, -3.273], [4.463, 2.966, 0.740], [5.710, 3.796, -0.197], [5.569, 0.774, 0.288], [6.653, 1.886, 1.151], [6.872, 1.599, -0.582], [-0.870, 0.642, -3.783], [-1.815, 0.986, -6.050], [-0.483, 2.163, -7.773], [1.761, 3.033, -7.211], [2.676, 2.711, -4.917], [-0.474, -4.123, -3.082], [-0.783, -2.871, -2.622], [-0.850, -2.806, -1.327], [-0.559, -4.088, -0.882], [-0.455, -4.573, 0.419], [-0.129, -5.907, 0.581], [0.093, -6.748, -0.521], [0.005, -6.279, -1.819], [-0.320, -4.934, -1.974], [-0.371, -4.389, -4.044], [-0.934, -2.036, -3.292], [-0.610, -3.906, 1.259], [-0.039, -6.316, 1.580], [0.345, -7.788, -0.351], [0.185, -6.926, -2.667]], "lowdin_charge": [0.86, -0.12, -0.14, -0.18, -0.27, -0.04, -0.08, -0.06, -0.12, 0.12, -0.13, -0.28, -0.05, -0.08, -0.06, -0.11, 0.13, -0.27, -0.04, -0.07, -0.06, -0.12, 0.12, 0.12, 0.12, 0.13, 0.05, 0.11, 0.10, 0.10, 0.09, 0.12, 0.12, 0.11, 0.10, 0.10, 0.09, 0.11, 0.10, 0.10, 0.10, -0.27, -0.26, -0.26, -0.27, -0.28, -0.06, -0.06, -0.07, -0.09, -0.08, 0.06, 0.06, 0.06, 0.04, 0.06, 0.06, 0.05, 0.06, 0.06, 0.05, 0.06, 0.05, 0.07, 0.05, 0.06, -0.08, -0.23, -0.14, -0.26, -0.08, -0.75, 0.55, 0.08, -0.50, -0.33, -0.13, -0.03, -0.08, -0.11, -0.10, -0.03, 0.07, 0.07, 0.06, 0.10, 0.11, 0.04, 0.11, 0.06, 0.07, 0.06, 0.09, 0.10, 0.09, 0.09, 0.09, 0.12, -0.16, 0.10, -0.25, -0.01, -0.09, -0.11, -0.03, -0.21, 0.15, 0.12, 0.09, 0.10, 0.09, 0.10], "lumo_ev": 1.89, "multiplicity": 1, "homo_lumo_gap_ev": 4.56, "charge": -1, "homo_ev": -2.7}

***

Quick one: least stable of them? ii